Record 1
{
  "formula": "C33H34IN7NdO5",
  "method": "ωB97M-V with the def2-TZVPD basis set",
  "s2": 3.75,
  "homo_ev": [-8.994, -8.994],
  "charge": 1,
  "spin_multiplicity": 4,
  "gap_ev": [6.50, 6.48],
  "species": ["Nd", "C", "N", "C", "C", "N", "C", "C", "C", "C", "C", "C", "N", "C", "N", "C", "C", "C", "C", "C", "C", "N", "H", "H", "H", "H", "H", "H", "H", "H", "H", "H", "H", "H", "H", "H", "H", "C", "O", "C", "C", "C", "C", "C", "C", "O", "C", "O", "C", "H", "H", "H", "H", "H", "H", "H", "H", "H", "O", "C", "N", "C", "O", "C", "C", "C", "C", "N", "C", "H", "H", "H", "H", "H", "H", "H", "H", "I", "C", "H", "H"],
  "xyz": [[0.1120, 0.9292, -0.6101], [-2.9219, 0.0334, -2.0860], [-2.4257, 1.3669, -1.7026], [-2.4352, 2.3398, -2.7948], [-1.0790, 2.4626, -3.4174], [0.0332, 2.0724, -2.8369], [1.0582, 2.4256, -3.7123], [2.4336, 2.2429, -3.6085], [3.2174, 2.6989, -4.6479], [2.6516, 3.3208, -5.7714], [1.2889, 3.5047, -5.8893], [0.5102, 3.0455, -4.8362], [-0.8580, 3.0522, -4.6136], [-2.3568, -0.9857, -1.0971], [-0.8911, -1.0111, -1.2604], [-0.5464, -2.3477, -1.4415], [0.6985, -2.9251, -1.6249], [0.7941, -4.3138, -1.6873], [-0.3372, -5.1087, -1.6032], [-1.6048, -4.5340, -1.4910], [-1.6898, -3.1625, -1.4271], [-2.8136, -2.3339, -1.4095], [-2.5225, -0.2278, -3.0691], [-4.0168, 0.0017, -2.1263], [-3.0219, 1.7210, -0.9540], [-2.7104, 3.3245, -2.4016], [-3.1746, 2.0851, -3.5671], [2.8822, 1.7576, -2.7468], [4.2886, 2.5752, -4.6016], [3.2997, 3.6616, -6.5642], [0.8587, 3.9810, -6.7564], [-1.5666, 3.4150, -5.2318], [1.5931, -2.3145, -1.7089], [1.7631, -4.7748, -1.8081], [-0.2420, -6.1827, -1.6492], [-2.4927, -5.1491, -1.4672], [-3.6530, -2.6527, -0.9468], [1.2216, 0.2799, 6.4147], [0.6598, 1.5720, 6.2313], [0.2948, 1.9469, 4.9962], [-0.2565, 3.2478, 4.9108], [-0.6606, 3.7296, 3.7053], [-0.5415, 2.9736, 2.5090], [-0.9164, 3.5134, 1.2447], [-1.6850, 4.7946, 1.1036], [-0.6506, 2.9322, 0.1513], [-0.0134, 1.6415, 2.6186], [0.0398, 0.8492, 1.5918], [0.4152, 1.1614, 3.8670], [1.4516, 0.2057, 7.4742], [2.1372, 0.1707, 5.8292], [0.5041, -0.4956, 6.1376], [-0.3400, 3.8312, 5.8129], [-1.0677, 4.7274, 3.6703], [-1.6424, 5.4509, 1.9632], [-2.7319, 4.5361, 0.9319], [-1.3252, 5.3243, 0.2244], [0.8000, 0.1545, 3.9024], [-1.7452, -4.3942, 2.3400], [-0.4123, -4.8545, 2.3310], [0.3761, -3.6758, 2.0497], [1.7075, -3.7502, 1.8639], [2.3308, -4.7827, 2.0098], [2.3900, -2.5171, 1.3330], [3.7741, -2.4979, 1.2284], [4.3852, -1.4143, 0.6177], [3.5916, -0.4049, 0.0968], [2.2574, -0.4090, 0.1923], [1.6846, -1.4412, 0.8204], [-2.3195, -5.0972, 2.6598], [-0.2439, -5.5989, 1.5424], [-0.1237, -5.2839, 3.2981], [-0.1418, -2.8211, 1.9506], [4.3385, -3.3375, 1.6092], [5.4584, -1.3578, 0.5199], [4.0387, 0.4373, -0.4176], [0.6030, -1.4180, 0.8715], [-4.6595, 0.0765, 0.8273], [-2.6364, -0.6307, 0.3779], [-2.5026, -1.5150, 1.0028], [-1.9670, 0.1473, 0.7528]]
}

***

Record 2
{
  "formula": "C7H13N2O4",
  "method": "ωB97M-V with the def2-TZVPD basis set",
  "homo_ev": -14.443,
  "de_lowest_kcal_mol": 57.1,
  "charge": 1,
  "gap_ev": 11.18,
  "species": ["C", "C", "C", "C", "C", "C", "C", "N", "N", "O", "O", "O", "O", "H", "H", "H", "H", "H", "H", "H", "H", "H", "H", "H", "H", "H"],
  "xyz": [[0.9165, -1.5373, 0.2419], [-1.5952, -1.0310, 0.6231], [1.4752, -0.2196, -0.2295], [1.3759, -0.2320, -1.7941], [2.7584, 0.1912, 0.3875], [-0.5982, 1.0571, 1.2890], [-2.7396, 1.0999, 0.1290], [-0.3844, -1.6086, 0.8487], [-1.7772, 0.3631, 0.9525], [1.5431, -2.5284, 0.2473], [-2.5442, -1.7558, 0.3036], [0.4953, 0.9945, 0.1321], [-2.2553, 0.8930, -1.1748], [1.9715, -1.1151, -2.0597], [1.8050, 0.6400, -2.2201], [0.4022, -0.6165, -2.1224], [3.2246, 1.0502, 0.0346], [3.5281, -0.6089, 0.3313], [2.6053, 0.3906, 1.4167], [-0.7646, 2.0613, 1.3370], [0.0222, 0.7991, 2.1367], [-3.7804, 0.7106, 0.1374], [-2.6677, 2.2405, 0.2194], [-0.4462, -2.6648, 1.0902], [0.0767, 1.2288, -0.7006], [-2.6470, 0.1982, -1.5569]]
}

***

- Which formula does entry 2 have?
  C7H13N2O4